Formula: C4H8N2O2
Source: OMol25
Level of theory: wB97M-V/def2-TZVPD

Properties
ΔE to the lowest compared entry with this formula, charge and spin = 403.5 kJ/mol
Strongest force on any atom = 0.4 eV/Å
Gap between HOMO and LUMO (alpha / beta) = 8.1 / 8.1 eV
Charge = 0
Highest occupied orbital energy (alpha / beta) = -8.231 / -8.230 eV

Last column: Löwdin charge in e.
Atoms and positions in Å:
C (0.67133, 0.21654, -0.11721)  -0.28
C (1.90272, -0.06564, 0.67945)  -0.02
C (-1.69788, 0.03731, -0.17824)  -0.62
C (-0.44376, -0.79225, -0.17703)  -0.33
N (0.67144, 1.19203, -1.00438)  0.19
O (-2.77250, -0.56711, 0.42495)  0.06
N (-0.34989, -2.04171, 0.00484)  0.18
O (-1.90156, 0.91250, -1.07695)  -0.07
H (-3.53972, -0.04085, 0.15927)  0.11
H (-0.91974, 0.63796, 0.89469)  0.21
H (1.36721, 1.92255, -0.95284)  0.13
H (-0.26410, 1.37692, -1.42475)  0.11
H (0.61326, -2.34871, 0.14597)  0.05
H (1.64615, -0.54786, 1.62124)  0.10
H (2.45995, 0.84949, 0.88184)  0.09
H (2.55709, -0.74119, 0.11913)  0.10

Atoms 1-2, force components in eV/Å:
C 0.03 0.17 -0.36
C -0.02 0.04 0.04

=====

Formula: C14H14Cl3IN2O2Sn
Source: OMol25
Level of theory: wB97M-V/def2-TZVPD

Properties
ΔE to the lowest compared entry with this formula, charge and spin = 157.1 kJ/mol
Strongest force on any atom = 5.6 eV/Å
Gap between HOMO and LUMO (alpha / beta) = 5.3 / 5.9 eV
Charge = 0
Highest occupied orbital energy (alpha / beta) = -6.493 / -7.147 eV

Last column: Löwdin charge in e.
Atoms and positions in Å:
C (1.36924, 0.67048, 3.03818)  -0.33
C (1.44548, -0.78258, 3.00031)  -0.35
H (2.22650, 1.10001, 2.59461)  0.01
H (1.34245, 0.56187, 4.13559)  0.09
H (0.46035, 1.20442, 2.78101)  0.03
H (1.82495, -1.50503, 2.28669)  0.00
H (2.25255, -0.70534, 3.73070)  0.09
H (0.44767, -1.02341, 3.27627)  0.00
C (0.46329, 2.67994, -0.83774)  -0.09
C (0.62276, 3.46337, -1.95698)  -0.08
C (0.53774, 2.87806, -3.20900)  -0.05
C (0.32083, 1.49300, -3.34196)  0.01
H (0.59581, 3.02330, 0.19189)  0.13
H (0.80224, 4.56437, -1.83736)  0.13
H (0.62149, 3.46172, -4.12518)  0.11
H (0.24428, 0.95592, -4.29400)  0.11
N (0.12993, 1.34060, -0.95306)  -0.13
C (0.14447, 0.70717, -2.18807)  -0.23
C (0.02322, -0.74518, -2.18617)  -0.21
N (-0.02588, -1.36337, -0.93352)  -0.14
C (0.00165, -2.71869, -0.78211)  -0.07
C (-0.08007, -2.95021, -3.16728)  -0.07
C (-0.06200, -3.57014, -1.90636)  -0.04
H (0.07066, -3.07368, 0.23546)  0.12
H (-0.11405, -4.64329, -1.76139)  0.11
C (-0.01253, -1.58524, -3.31860)  -0.01
H (-0.02010, -1.04255, -4.29219)  0.12
H (-0.17396, -3.57444, -4.06464)  0.12
Sn (0.49509, -0.04392, 0.37166)  0.95
I (3.32774, -0.20394, 0.11555)  0.21
Cl (-3.55468, 1.84851, 3.66142)  0.62
C (-2.91189, 0.23962, 3.33212)  -1.49
Cl (-1.54118, -0.05518, 4.45013)  0.63
Cl (-4.12002, -1.02317, 3.59690)  0.62
C (-2.50071, 0.18010, 1.80771)  -0.71
O (-3.37395, 0.50094, 0.99369)  0.02
O (-1.27937, -0.26405, 1.55568)  -0.24

Atoms 1-2, force components in eV/Å:
C -0.78 1.96 0.73
C 0.85 -2.22 0.30

=====

Formula: C5H11O2S
Source: OMol25
Level of theory: wB97M-V/def2-TZVPD

Properties
ΔE to the lowest compared entry with this formula, charge and spin = 204.9 kJ/mol
Strongest force on any atom = 5.3 eV/Å
Gap between HOMO and LUMO = 7.5 eV
Charge = -1
Highest occupied orbital energy = -4.031 eV

Last column: Löwdin charge in e.
Atoms and positions in Å:
C (-0.79502, 0.23836, -2.40617)  -0.34
C (1.04467, -1.60650, -1.31873)  -0.51
S (0.08615, -1.42759, -2.80667)  0.65
H (0.10698, 0.87877, -2.22730)  0.03
H (-1.39524, 0.61727, -3.17034)  -0.01
H (-1.44299, 0.05213, -1.49821)  0.01
H (0.64113, -1.41119, -0.29107)  0.04
H (2.09967, -1.25792, -1.38210)  0.03
H (1.49307, -2.55299, -1.26438)  -0.02
C (-0.33384, 1.05201, 1.98424)  -0.24
C (0.57328, -0.15312, 2.20977)  -0.10
C (-0.96261, 1.15231, 0.63536)  -0.66
O (-0.35795, 1.92544, -0.18645)  -0.11
O (-1.91599, 0.33907, 0.18816)  -0.18
H (-1.19194, 1.20198, 2.73604)  0.12
H (0.24211, 2.01676, 2.05132)  0.11
H (-0.10320, -1.07290, 1.99453)  0.11
H (0.83106, 0.05336, 3.18154)  0.02
H (1.38066, -0.04526, 1.57046)  0.04

Atoms 1-2, force components in eV/Å:
C 2.39 -1.70 1.84
C 1.59 0.73 1.23

=====

Formula: C5H10NO
Source: OMol25
Level of theory: wB97M-V/def2-TZVPD

Properties
ΔE to the lowest compared entry with this formula, charge and spin = 568.3 kJ/mol
Strongest force on any atom = 5.0 eV/Å
Gap between HOMO and LUMO = 9.8 eV
Charge = +1
Highest occupied orbital energy = -14.414 eV

Last column: Löwdin charge in e.
Atoms and positions in Å:
C (-0.60567, -0.30625, 1.35243)  0.18
C (0.82096, -1.20843, -1.99500)  -0.17
C (-0.20651, -0.61685, -2.10239)  0.06
C (1.97019, -1.93607, -1.65950)  -0.07
C (-1.14411, 2.30974, 1.76306)  0.03
N (-0.63535, 0.54408, 0.35183)  -0.02
O (-1.03027, 1.76162, 0.42504)  -0.05
H (-0.87676, -0.10005, 2.32874)  0.07
H (-0.01405, -1.26594, 1.31477)  0.14
H (-0.48585, 0.10044, -0.64047)  0.09
H (-1.12332, -0.21032, -2.56317)  0.10
H (2.85967, -1.71581, -2.26874)  0.11
H (2.21120, -1.64097, -0.60413)  0.11
H (1.77218, -3.00607, -1.80569)  0.11
H (-1.44794, 3.31441, 1.53365)  0.12
H (-0.23323, 2.30116, 2.26828)  0.09
H (-1.83115, 1.67531, 2.30130)  0.10

Atoms 1-2, force components in eV/Å:
C 2.12 -0.30 -2.38
C -0.04 0.16 -0.06